# C4H3NO2

C4H3NO2 in the gas phase (the ωB97M-V functional and the def2-TZVPD basis, the OMol25 dataset).

Values from the calculation:
HOMO level (spin up / spin down) = -9.4 / -9.5 eV

Last column: natural (NBO) charge in e.
Element x y z (Å)
O1 -2.60201 0.59012 -0.37897  -0.4419
C1 -1.64364 0.08842 -0.86377  0.4640
C2 -0.47304 -0.51788 -0.00467  -0.0052
N1 -0.18871 -1.68988 -0.31221  -0.0443
O2 1.95013 -1.12407 0.24504  -0.4632
C3 1.65241 0.01436 0.65808  0.3042
C4 0.32970 0.48379 0.57623  -0.4048
H1 -1.37747 0.04080 -1.93761  0.1632
H2 2.40302 0.66976 1.13456  0.1830
H3 -0.05040 1.44459 0.88330  0.2451

Force components x, y, z for each atom (eV/Å):
0.218 -0.211 -0.214
-0.100 0.115 0.164
-0.022 -0.119 -0.517
0.708 0.459 0.293
-0.574 0.366 0.181
0.005 -0.311 -0.069
0.020 0.040 0.134
-0.283 0.012 0.225
-0.064 -0.356 -0.100
0.093 0.005 -0.097


# C5H6AuLiO4

C5H6AuLiO4 as an isolated structure at a distorted geometry (the ωB97M-V functional and the def2-TZVPD basis, the OMol25 dataset).

Values from the calculation:
spin multiplicity = 3
HOMO level (spin up / spin down) = -6.1 / -8.2 eV
expectation value of S² = 2.017

Last column: Mulliken spin population.
Element x y z (Å)
C1 0.57667 1.08728 -1.02837  0.0501
C2 -0.94332 0.99139 -0.82157  0.0438
C3 -1.33326 -0.37247 -0.33367  0.4321
C4 -1.61695 -0.56689 0.98240  0.1040
O1 -1.65769 -1.71171 1.61044  0.3363
O2 1.25325 0.53685 0.09031  0.0848
Au1 1.39587 0.81726 2.14530  0.7800
Li1 0.18261 -2.07326 1.48967  0.0735
H1 0.89111 2.13964 -1.08537  0.0069
H2 0.86800 0.53872 -1.93515  -0.0028
H3 -1.42200 1.26518 -1.77662  0.0397
H4 -1.22699 1.74719 -0.07069  -0.0024
H5 -1.18501 -1.23237 -0.99732  0.0094
H6 -1.70032 0.34129 1.62008  0.0007
O3 1.95712 -1.19876 1.19202  0.0196
O4 2.01891 -1.45778 -1.05906  -0.0032
C5 1.94199 -0.85156 -0.02241  0.0275

Force components x, y, z for each atom (eV/Å):
0.526 -0.124 -0.188
-0.405 0.306 0.308
0.928 0.358 -2.524
-0.557 -1.475 4.209
0.299 2.197 -1.961
0.908 -1.288 -3.473
-0.511 1.798 3.539
0.778 0.079 0.333
-0.277 -0.291 -0.271
0.090 0.168 0.205
0.033 -0.259 0.280
-0.018 -0.309 -0.214
-0.183 0.214 0.187
-0.228 -0.471 -0.350
0.857 -1.712 -0.876
0.432 1.208 -0.017
-2.671 -0.398 0.814


# C2H3O3V

C2H3O3V as an isolated structure at a distorted geometry (the ωB97M-V functional and the def2-TZVPD basis, the OMol25 dataset).

Values from the calculation:
spin multiplicity = 4
HOMO level (spin up / spin down) = -13.9 / -15.0 eV
expectation value of S² = 3.766
net charge = +1

Last column: Mulliken spin population.
Element x y z (Å)
O1 -1.26664 2.78638 -1.20443  0.0189
C1 -1.11572 1.64289 -1.11197  0.0170
O2 -1.31391 0.50714 -1.42946  0.0073
C2 0.94076 -0.74346 1.01947  0.0184
O3 0.21165 -1.54266 0.18835  -0.0106
V1 -0.92424 -1.34044 -1.12348  2.9720
H1 0.82610 -1.00715 2.08687  -0.0047
H2 2.01642 -0.76203 0.76195  -0.0062
H3 0.62558 0.45932 0.81270  -0.0122

Force components x, y, z for each atom (eV/Å):
1.358 -1.609 1.477
-2.536 1.807 -2.836
0.722 1.949 0.999
0.734 3.771 0.292
-0.672 -0.886 -0.691
0.322 -2.227 0.247
-0.182 0.266 -0.562
-0.471 -0.186 0.124
0.724 -2.885 0.949


# C8H24IO8

A 5-piece molecular cluster, C8H24IO8 overall at a distorted geometry (the ωB97M-V functional and the def2-TZVPD basis, the OMol25 dataset).

Values from the calculation:
spin multiplicity = 2
HOMO level (spin up / spin down) = -9.9 / -9.9 eV
expectation value of S² = 0.753

Last column: Mulliken spin population.
Element x y z (Å)
I1 0.04461 0.24817 -1.02997  0.9701
C1 -2.84148 -2.74903 -1.44017  0.0010
C2 -3.66104 -3.85975 -0.75677  -0.0002
O1 -3.21777 -4.22951 0.57019  0.0001
O2 -1.41374 -3.19193 -1.49859  0.0045
H1 -2.96330 -1.81192 -0.89694  0.0003
H2 -3.26725 -2.65678 -2.43933  -0.0006
H3 -3.80788 -4.79857 -1.29078  -0.0001
H4 -4.62491 -3.41765 -0.50458  0.0000
H5 -2.37604 -3.80668 0.75541  0.0002
H6 -0.92058 -2.40733 -1.74917  -0.0035
C3 1.55067 3.95490 -0.39841  -0.0003
C4 2.02686 4.09613 -1.87367  0.0020
O3 1.45400 5.33396 -2.44469  0.0003
O4 0.15463 3.83142 -0.26284  0.0059
H7 1.91752 4.72356 0.28180  0.0005
H8 1.90406 2.96086 -0.12435  0.0020
H9 1.80819 3.16911 -2.40368  0.0012
H10 3.10679 4.24112 -1.90238  0.0003
H11 0.55175 5.28599 -2.12028  -0.0001
H12 -0.07319 2.94082 -0.53949  -0.0015
C5 4.91212 1.69927 -0.73104  0.0000
C6 4.66084 0.30815 -0.00507  -0.0001
O5 3.48166 0.33664 0.82442  0.0010
O6 3.91995 1.92866 -1.66016  0.0038
H13 5.86401 1.68694 -1.26194  0.0001
H14 4.86145 2.53153 -0.02899  0.0003
H15 5.37344 0.01007 0.76399  -0.0002
H16 4.65354 -0.51479 -0.71979  -0.0002
H17 2.72714 0.22817 0.24087  -0.0004
H18 4.03736 1.18659 -2.25778  -0.0005
C7 -3.09136 -1.26542 2.17236  0.0025
C8 -3.59877 -2.10793 3.29916  0.0004
O7 -2.70511 -2.01317 4.43651  -0.0002
O8 -1.88940 -1.72160 1.58942  0.0065
H19 -2.91848 -0.27892 2.60251  -0.0002
H20 -3.77905 -1.08484 1.34618  0.0005
H21 -3.67691 -3.12988 2.92820  -0.0006
H22 -4.62582 -1.92594 3.61565  0.0003
H23 -1.90749 -2.45726 4.13955  0.0001
H24 -1.65103 -1.27316 0.77476  0.0049

Force components x, y, z for each atom (eV/Å):
0.044 -0.029 0.002
0.908 -2.143 0.107
0.070 0.560 1.827
0.191 0.016 -0.550
-2.047 0.792 0.147
0.194 0.013 0.042
0.228 0.241 -0.182
0.268 0.327 -0.524
-0.433 0.015 -0.806
0.270 0.146 -0.032
0.235 0.012 -0.081
0.834 -1.572 -0.982
-0.351 2.275 1.033
0.478 -1.901 0.384
-0.853 0.867 -0.275
-0.075 0.030 -0.248
0.929 0.143 0.541
-0.376 0.191 -0.390
-0.112 -0.110 0.041
-0.422 0.342 -0.101
-0.168 0.020 -0.001
0.616 -1.373 1.676
-0.027 1.121 1.108
0.076 -0.039 -0.939
-1.026 -0.391 -0.987
0.452 -0.021 0.387
0.246 -0.214 0.210
0.791 0.501 -0.468
-0.277 0.000 -0.337
-0.220 0.142 -0.009
-0.497 0.089 -0.627
-0.428 2.176 -0.667
0.581 -1.339 0.079
-0.859 -0.134 -0.817
0.931 -1.302 0.672
0.121 0.295 0.094
-0.726 -0.391 0.223
0.345 -0.383 0.119
0.235 0.833 0.033
0.269 -0.008 0.174
-0.414 0.203 0.122